44
Properties=species:S:1:pos:R:3:forces:R:3 method="wB97M-V/def2-TZVPD" charge=0 smiles="CC[C@]1(C(C)[C@@]2(CC)C=CC=CC2)C=CC=CC1" e_tot_ha=-701.36828 spin_multiplicity=1 de_lowest_kj_mol=145.1 largest_force_ev_per_a=4.07 gap_ev=8.74 mol_weight_da=242.4 e_lumo_ev=0.77
C 2.50024 2.03634 -2.81271 -0.89 -0.47 -1.26
C -1.34703 -2.63190 3.02957 -1.76 1.82 -0.08
C 2.80796 2.39041 -1.44094 -1.14 -1.38 2.07
C -0.22428 -3.10851 2.25247 1.50 0.88 -2.31
C 1.47516 1.19852 -3.11575 1.54 1.50 0.03
C -2.00240 -1.45937 2.74686 1.13 -1.98 -0.53
C 2.03953 1.84774 -0.41974 1.35 1.94 -1.41
C 0.24041 -2.46258 1.11224 -2.76 -0.37 2.97
C -0.39234 3.39799 -0.83139 -0.39 -0.88 0.01
C -2.22488 -2.65402 -0.72805 -0.04 -0.07 1.24
C 1.33596 0.15838 1.76877 0.78 -0.11 0.11
C 0.60787 0.56569 -2.07807 1.01 0.75 0.08
C -1.55341 -0.57317 1.58824 0.81 -0.68 0.41
C -0.45003 1.98891 -0.21519 -0.65 0.28 -0.20
C -1.21751 -1.50133 -0.78806 1.16 -1.13 0.02
C 0.81265 -0.19359 0.35039 -0.54 -0.31 0.44
C 0.72194 1.06916 -0.61890 0.85 -0.38 1.03
C -0.46103 -1.16443 0.56813 0.17 -0.34 -0.38
H 3.07422 2.47301 -3.63929 -0.13 -0.17 0.42
H -1.75265 -3.20873 3.85208 0.25 -0.23 -0.03
H 3.67885 3.03035 -1.20187 -0.67 -0.49 -0.16
H 0.32260 -4.01237 2.55499 -0.35 0.43 0.07
H 1.28471 0.98857 -4.17493 -0.06 -0.09 0.48
H -2.93287 -1.22821 3.28556 0.63 0.18 -0.17
H 2.34499 2.21120 0.57397 -0.53 -0.52 -0.30
H 1.14364 -2.88834 0.73404 0.37 0.17 -0.92
H -0.23670 3.33154 -1.90348 -0.12 0.22 -0.21
H 0.39913 3.97718 -0.40566 0.67 0.25 0.19
H -1.30465 3.92649 -0.58966 -0.36 0.13 -0.24
H -2.93571 -2.46046 0.09955 0.11 -0.29 -0.42
H -2.79048 -2.72421 -1.66115 0.14 -0.08 0.11
H -1.71518 -3.61862 -0.50481 -0.41 0.62 -0.24
H 1.18382 -0.64872 2.50066 -0.33 0.15 -0.39
H 2.43957 0.30900 1.82144 -0.78 0.21 -0.36
H 0.83278 1.04992 2.15427 0.22 -0.03 0.04
H -0.38087 0.71715 -2.42899 -1.24 -0.35 -0.21
H 0.87615 -0.47317 -2.09879 -0.25 -0.68 -0.08
H -2.44584 -0.29715 1.03912 -0.12 0.22 -0.30
H -1.16416 0.33150 2.05926 -0.08 0.15 -0.21
H -1.43838 1.51435 -0.44772 0.84 0.17 -0.12
H -0.49773 2.13925 0.86051 0.27 -0.19 0.26
H -1.73321 -0.63180 -1.18585 0.19 0.30 0.07
H -0.47178 -1.85403 -1.53760 -0.30 0.60 0.41
H 1.55092 -0.85794 -0.12351 -0.08 0.24 0.06

---

62
Properties=species:S:1:pos:R:3:forces:R:3 method="wB97M-V/def2-TZVPD" charge=-1 e_tot_ha=-6138.72914 spin_multiplicity=1 de_lowest_kj_mol=0.0 largest_force_ev_per_a=1.04 gap_ev=5.88 mol_weight_da=1279.2 e_lumo_ev=1.14
Pb -0.68232 0.34812 -0.25651 0.23 0.08 0.02
Te -3.23583 -0.59090 1.66121 0.14 -0.03 -0.04
Te -2.04309 -2.87764 0.93705 -0.99 0.32 -0.09
Te -3.95171 -3.39397 -1.09440 0.32 -0.06 0.09
Te -1.43792 -2.36035 -1.65517 -0.39 -0.46 -0.36
O 2.10808 -0.71335 0.32451 0.05 -0.02 0.08
S 2.11213 -1.57648 -0.83710 0.13 0.24 -0.24
O 3.35548 -1.67312 -1.56012 -0.04 0.06 0.01
O 0.97272 -1.19988 -1.74372 0.21 -0.22 0.40
C 1.73344 -3.29970 -0.41320 -0.25 0.03 0.00
C 1.86610 -4.12411 -1.52898 0.13 0.00 0.04
C 1.45987 -5.44618 -1.50275 0.03 -0.01 -0.06
C 0.91697 -5.97443 -0.34538 0.00 -0.02 0.07
C 0.79970 -5.17650 0.78045 0.12 -0.06 0.02
C 1.20148 -3.84368 0.76357 -0.18 0.23 -0.11
S 0.80611 -2.90710 2.25057 0.26 0.32 0.17
O 2.03586 -2.47436 2.84420 -0.06 0.12 -0.07
O -0.03513 -3.77223 3.05801 0.11 -0.20 -0.09
O -0.04623 -1.78932 1.70808 0.17 -0.40 0.11
H 2.28474 -3.69592 -2.42964 -0.02 -0.02 -0.02
H 1.55217 -6.05594 -2.39252 0.01 0.02 -0.01
H 0.57098 -6.99981 -0.31703 0.03 -0.01 0.01
H 0.37880 -5.56591 1.69691 -0.03 0.01 -0.01
N 4.54661 3.15599 3.22172 0.00 0.01 0.00
C 3.51538 3.26507 2.72808 -0.10 0.01 -0.01
C 2.22396 3.45626 2.12063 0.11 -0.02 0.02
C 1.70700 4.73927 1.97652 0.00 0.03 -0.02
C 0.46918 4.89476 1.38252 0.00 0.00 -0.01
C -0.19592 3.76399 0.93600 0.01 -0.01 0.03
N 0.30455 2.53683 1.06524 -0.02 0.00 0.04
C 1.48512 2.37307 1.65410 -0.01 -0.08 0.00
H 2.27718 5.59179 2.32042 -0.01 0.00 0.02
H 0.02967 5.87316 1.25002 0.00 0.00 0.00
H -1.15846 3.83651 0.44298 0.02 0.01 -0.04
H 1.85512 1.35526 1.74349 0.02 0.01 -0.05
C -3.01739 2.66709 -5.13006 -0.01 0.11 0.00
Si -2.28408 1.21997 -4.17626 -0.20 0.07 -0.14
C -1.24621 0.24712 -5.39737 0.15 -0.12 0.07
C -3.71893 0.10723 -3.69827 -0.05 -0.05 0.16
As -1.20442 2.17834 -2.35016 0.16 -0.11 0.11
Si 0.97384 2.41174 -3.19953 0.15 0.32 -0.05
C 1.93800 1.02639 -4.00445 -0.14 -0.28 0.08
C 0.88006 3.79822 -4.47441 -0.11 0.05 -0.05
C 2.06991 3.00040 -1.78812 -0.07 -0.05 0.14
H -3.53603 2.33600 -6.03495 0.01 -0.01 0.01
H -2.23936 3.37912 -5.41593 -0.01 -0.01 -0.02
H -3.73163 3.20345 -4.50034 0.00 0.00 -0.02
H -1.90092 -0.16346 -6.17204 -0.01 0.02 0.00
H -0.73584 -0.58584 -4.90651 0.01 0.01 -0.02
H -0.48738 0.86338 -5.88142 -0.03 0.01 -0.03
H -4.49227 0.15420 -4.47078 0.01 0.01 0.00
H -4.17258 0.37990 -2.74288 0.00 0.02 -0.02
H -3.40188 -0.93373 -3.61233 -0.01 0.00 0.01
H 1.42880 0.58190 -4.85827 0.03 0.04 -0.04
H 2.14816 0.22104 -3.29901 0.02 0.04 -0.02
H 2.89204 1.43938 -4.34652 -0.02 0.03 -0.01
H 0.41601 3.43923 -5.39800 0.02 0.01 0.00
H 1.87626 4.17619 -4.72274 0.00 -0.03 -0.01
H 0.27245 4.62773 -4.10660 0.04 0.01 0.01
H 2.26703 2.17043 -1.10226 0.04 0.02 -0.01
H 1.61586 3.81581 -1.22031 0.02 0.02 -0.02
H 3.03444 3.34200 -2.17321 -0.01 -0.01 -0.03

---

52
Properties=species:S:1:pos:R:3:forces:R:3 method="wB97M-V/def2-TZVPD" charge=+3 e_tot_ha=-5140.89717 spin_multiplicity=1 de_lowest_kj_mol=754.8 largest_force_ev_per_a=13.77 gap_ev=6.82 mol_weight_da=498.4 e_lumo_ev=-11.37
C -1.97614 0.81437 5.13567 0.77 1.77 1.05
N -0.92208 0.63968 4.08520 -1.37 -0.78 -0.57
C -1.42254 0.20496 2.88003 2.09 0.22 0.63
C -0.54042 -0.06348 1.82141 -0.59 0.15 1.19
C 0.77944 0.38257 1.91362 1.15 -0.46 2.92
C 1.26384 0.76115 3.25229 -0.51 0.06 -2.69
C 0.40580 0.89288 4.30708 -1.75 -0.24 -0.56
C 1.72851 0.26189 0.79548 0.22 0.45 -1.76
C 3.06463 -0.07650 1.04459 0.18 -0.42 -2.19
C 3.86027 -0.38422 -0.09761 -0.81 1.54 1.05
N 3.43072 -0.17936 -1.36134 -0.32 0.65 0.14
C 2.17755 0.23469 -1.65800 0.57 0.63 3.70
C 1.30484 0.49413 -0.55779 2.64 -1.00 -0.23
C 4.37639 -0.47966 -2.47003 -0.36 0.00 0.96
H -2.81976 0.12529 5.17532 0.55 -0.35 -0.53
H -2.34089 1.83522 5.02202 -0.36 -0.02 -0.24
H -1.48893 0.88537 6.10814 0.06 -0.55 -0.02
H -2.49405 0.15643 2.75387 -0.11 -0.61 0.58
H -0.95484 -0.48628 0.91816 0.58 -0.47 0.95
H 2.29636 1.06108 3.35413 0.00 -0.02 0.19
H 0.65804 1.29391 5.27762 0.15 -0.27 0.14
H 3.47748 -0.10100 2.04227 0.15 -0.43 -0.14
H 4.90890 -0.61904 0.01023 0.01 -0.31 -0.04
H 1.82122 0.33119 -2.67296 1.43 0.14 0.72
H 0.28682 0.77539 -0.78350 1.81 -0.69 0.42
H 3.83328 -0.36372 -3.40796 0.44 0.12 0.06
H 4.67680 -1.51568 -2.31348 0.24 0.13 -0.32
H 5.17122 0.23948 -2.27209 0.30 -0.28 -0.84
Cu -0.73371 2.64450 -0.36588 4.97 9.77 -8.34
Cu -1.57672 2.01430 1.19566 -4.80 -0.84 9.93
O -1.07619 1.07797 -0.19076 -1.30 -5.79 -2.21
H -1.58717 0.30524 -0.50112 0.19 1.45 -0.19
Cl -3.61846 -1.06557 -2.35289 -1.53 -0.22 1.86
C -2.92756 -0.87742 -0.70878 -2.97 -1.02 1.20
C -3.44579 0.39687 -0.09452 -2.51 2.10 -0.85
Cl -5.26226 0.59758 -0.21460 1.32 -0.36 0.37
H -1.85222 -1.00358 -0.58307 -0.42 -0.83 -0.23
H -3.36768 -1.66322 -0.09485 0.08 -0.39 -0.21
H -3.03381 1.26585 -0.60760 -1.00 -0.22 -0.54
H -3.17932 0.64341 0.93326 -0.32 -1.02 0.38
C -0.27210 0.47762 -3.14337 -0.24 -0.86 0.02
C -1.05498 -0.86828 -2.90453 1.37 0.71 -0.54
C -0.27987 -2.18790 -3.09431 1.03 0.90 0.19
C 0.97013 -2.10701 -2.32165 3.25 -0.88 1.57
N 1.95175 -2.09966 -1.65976 -3.94 -1.22 -2.31
H -0.16660 0.91308 -2.14972 -0.46 0.44 -1.24
H -0.78070 1.17870 -3.80512 0.18 -0.22 -0.12
H 0.77417 0.32402 -3.40765 -1.36 0.01 -1.53
H -1.96370 -0.92846 -3.50345 1.35 0.28 -0.05
H -1.30498 -0.75391 -1.84977 0.49 -0.61 -1.58
H -0.07491 -2.28439 -4.16051 0.27 -0.33 0.05
H -0.69977 -3.12048 -2.71739 -0.81 0.18 -0.22